Below is a 2-piece molecular cluster, C2H4O3 overall at a distorted geometry, with properties calculated with the ωB97M-V functional and the def2-TZVPD basis.

Summary:
LUMO level in eV: 0.7
Kohn-Sham gap in eV: 11.18
ΔE to the lowest compared entry with this formula, charge and spin in kcal per mole: 37.5

Each line ends with the Mulliken charge.
Geometry (Å):
C 0.79303 0.44187 0.03031  -0.105
C -2.76125 -0.52876 -0.68216  0.081
O -0.18756 -0.30486 0.81993  -0.460
O 1.69591 -0.36544 -0.48263  -0.462
O -2.80141 0.02235 0.30307  -0.102
H 0.10254 0.86159 -0.66767  0.255
H 1.33110 1.10314 0.80117  0.197
H 0.21161 -1.02255 1.32923  0.255
H 1.61603 -0.20733 -1.45125  0.341